The following is a DFT calculation (ωB97M-V with the def2-TZVPD basis set) of C45H49HfN4O2S2Si as an isolated structure.

Each line ends with the Löwdin charge.
CARTESIAN COORDINATES (ANGSTROEM)
Hf -0.82 -0.29 -0.34  1.338
S -0.23 -0.30 2.23  0.740
C 1.12 -1.34 2.35  -0.590
N 1.37 -2.04 3.42  -0.058
C 2.56 -2.91 3.49  -0.063
C 3.71 -2.24 2.79  -0.061
N 3.30 -1.87 1.43  -0.061
C 4.30 -1.98 0.35  -0.089
C 3.98 -3.12 -0.60  -0.259
C 3.63 -4.37 -0.11  -0.040
C 3.37 -5.42 -0.98  -0.059
C 3.47 -5.21 -2.35  -0.056
C 3.82 -3.97 -2.84  -0.051
C 4.07 -2.92 -1.97  -0.050
C 2.09 -1.44 1.19  -0.553
S 1.63 -1.01 -0.40  0.804
C 0.44 -2.18 4.57  -0.080
C -0.05 -3.61 4.62  -0.230
C -0.70 -4.16 3.52  -0.046
C -1.15 -5.47 3.56  -0.063
C -0.95 -6.23 4.71  -0.048
C -0.31 -5.68 5.81  -0.037
C 0.14 -4.37 5.76  -0.018
H 2.30 -3.87 3.03  0.148
H 2.79 -3.08 4.54  0.155
H 4.54 -2.93 2.71  0.148
H 4.05 -1.34 3.31  0.161
H 5.26 -2.13 0.84  0.147
H 4.34 -1.03 -0.18  0.125
H 3.58 -4.56 0.96  0.105
H 3.12 -6.39 -0.59  0.114
H 3.29 -6.03 -3.03  0.117
H 3.92 -3.81 -3.91  0.113
H 4.35 -1.94 -2.35  0.122
H -0.36 -1.46 4.44  0.086
H 1.00 -1.92 5.46  0.148
H -0.87 -3.56 2.63  0.091
H -1.65 -5.90 2.71  0.098
H -1.30 -7.25 4.74  0.119
H -0.17 -6.27 6.70  0.123
H 0.64 -3.95 6.63  0.125
O -0.63 0.08 -2.16  -0.452
Si -1.20 0.65 -3.67  0.597
C -2.72 -0.37 -4.03  -0.235
C -3.28 -1.28 -3.14  -0.119
C -4.44 -1.98 -3.45  -0.075
C -5.06 -1.77 -4.66  -0.054
C -4.52 -0.87 -5.57  -0.045
C -3.37 -0.18 -5.26  -0.071
C 0.19 0.43 -4.87  -0.242
C 0.27 1.25 -6.00  -0.083
C 1.27 1.07 -6.94  -0.053
C 2.21 0.07 -6.76  -0.054
C 2.15 -0.75 -5.64  -0.074
C 1.15 -0.57 -4.71  -0.099
C -1.64 2.43 -3.38  -0.235
C -2.96 2.87 -3.27  -0.100
C -3.26 4.20 -2.97  -0.061
C -2.23 5.11 -2.78  -0.059
C -0.90 4.70 -2.91  -0.069
C -0.62 3.37 -3.22  -0.104
H -2.79 -1.49 -2.19  0.049
H -4.85 -2.69 -2.74  0.101
H -5.97 -2.31 -4.91  0.117
H -5.01 -0.71 -6.52  0.120
H -2.96 0.52 -5.98  0.115
H -0.45 2.05 -6.14  0.109
H 1.32 1.71 -7.81  0.117
H 2.99 -0.07 -7.49  0.117
H 2.89 -1.53 -5.51  0.099
H 1.11 -1.23 -3.84  0.083
H -3.78 2.18 -3.45  0.103
H -4.28 4.52 -2.92  0.115
H -2.45 6.14 -2.57  0.117
H -0.10 5.42 -2.81  0.116
H 0.41 3.08 -3.36  0.110
N -3.40 -6.05 -0.22  0.206
C -2.82 -4.86 -0.15  -0.279
C -1.62 -4.58 -0.86  0.032
C -1.07 -3.33 -0.77  -0.126
N -1.62 -2.31 -0.04  -0.163
C -2.74 -2.60 0.66  -0.143
C -3.36 -3.82 0.64  0.022
H -3.03 -6.79 -0.81  0.138
H -4.27 -6.24 0.25  0.138
H -1.14 -5.33 -1.46  0.133
H -0.16 -3.11 -1.32  0.103
H -3.15 -1.81 1.27  0.120
H -4.25 -3.98 1.23  0.135
C -3.60 0.97 -0.29  -0.027
C -2.76 1.94 0.51  -0.187
O -1.38 1.76 0.08  -0.381
C -0.51 2.90 0.41  -0.175
C 0.89 2.58 -0.06  -0.064
H -4.59 0.85 0.15  0.121
H -3.18 -0.06 -0.30  0.024
H -3.69 1.27 -1.33  0.078
H -2.80 1.78 1.59  0.136
H -3.05 2.97 0.29  0.146
H -0.57 3.04 1.49  0.139
H -0.94 3.75 -0.11  0.131
H 1.37 1.83 0.56  0.046
H 1.49 3.49 0.00  0.112
H 0.89 2.27 -1.11  0.068

## Properties
Net charge: +3
Highest occupied orbital energy: -0.5564 Eh
E_tot: -88353.7377 eV

---

The following is a DFT calculation (ωB97M-V with the def2-TZVPD basis set) of one molecule with the formula C4H8O2.

Each line ends with the natural charge from an NBO analysis.
CARTESIAN COORDINATES (ANGSTROEM)
C -0.69 -0.96 -0.14  -0.098
C -1.55 0.31 -0.23  -0.092
O -0.60 1.31 -0.52  -0.511
C 0.53 1.24 0.26  0.243
C 1.88 -0.45 0.17  -0.503
O 0.38 -0.46 0.63  -0.490
H -1.19 -1.78 0.38  0.203
H -0.35 -1.29 -1.13  0.191
H -2.28 0.30 -1.04  0.205
H -2.05 0.50 0.73  0.177
H 0.44 1.52 1.31  0.181
H 1.30 1.78 -0.28  0.213
H 2.34 -1.27 0.74  0.153
H 1.82 -0.76 -0.89  0.129

## Properties
Highest occupied orbital energy: -0.2582 Eh
Relative energy (zero: lowest compared OMol25 entry of this formula, charge and spin): 643.11 kJ/mol
E_tot: -8366.6164 eV

---

The following is a DFT calculation (ωB97M-V with the def2-TZVPD basis set) of a 2-piece molecular cluster, C48H53F3N4O2S overall at a distorted geometry.

Each line ends with the Löwdin charge.
CARTESIAN COORDINATES (ANGSTROEM)
C -3.10 -1.27 -3.53  -0.052
C -3.14 -2.08 -2.24  -0.386
C -3.76 -3.46 -2.41  -0.061
C -3.81 -1.30 -1.11  -0.125
C -5.18 -1.07 -1.17  -0.027
C -5.84 -0.45 -0.11  -0.048
C -5.13 -0.11 1.04  -0.032
C -3.77 -0.39 1.15  -0.118
C -3.08 -0.23 2.51  -0.373
C -3.93 -0.79 3.65  -0.068
C -2.66 1.21 2.79  -0.049
C -3.10 -0.86 0.01  -0.079
N -1.70 -1.22 0.11  0.013
N -1.49 -2.55 0.31  0.197
N -0.16 -2.69 0.39  0.013
C 0.43 -3.93 0.86  -0.105
C 0.47 -5.02 -0.03  -0.137
C -0.16 -4.91 -1.42  -0.376
C -1.05 -6.11 -1.78  -0.061
C 0.89 -4.66 -2.50  -0.045
C 1.15 -6.17 0.36  -0.021
C 1.74 -6.23 1.63  -0.047
C 1.58 -5.19 2.54  -0.020
C 0.87 -4.04 2.19  -0.121
C 0.55 -2.99 3.24  -0.368
C 1.78 -2.20 3.67  -0.044
C -0.14 -3.59 4.48  -0.060
C 0.48 -1.49 0.15  -0.087
C 1.92 -1.35 0.21  -0.126
C 2.41 -0.08 0.58  -0.034
C 3.76 0.24 0.48  0.022
C 4.62 -0.78 0.08  -0.119
C 6.06 -0.42 -0.16  -0.512
F 6.85 -1.50 -0.42  0.111
F 6.19 0.44 -1.23  0.122
F 6.60 0.22 0.93  0.116
C 4.20 -2.08 -0.12  0.007
C 2.85 -2.39 -0.05  0.008
C -0.49 -0.52 -0.03  -0.177
C -0.28 0.86 -0.35  -0.045
H -2.65 -0.29 -3.33  0.088
H -2.49 -1.78 -4.28  0.082
H -4.11 -1.11 -3.93  0.082
H -2.10 -2.24 -1.92  0.101
H -3.74 -4.01 -1.46  0.085
H -4.81 -3.38 -2.73  0.077
H -3.21 -4.05 -3.16  0.075
H -5.73 -1.40 -2.06  0.117
H -6.91 -0.24 -0.18  0.109
H -5.65 0.35 1.88  0.115
H -2.16 -0.84 2.46  0.114
H -4.26 -1.82 3.43  0.088
H -3.34 -0.82 4.58  0.079
H -4.82 -0.17 3.83  0.074
H -1.96 1.56 2.02  0.064
H -3.53 1.88 2.80  0.089
H -2.16 1.26 3.76  0.085
H -0.81 -4.04 -1.35  0.096
H -1.85 -6.23 -1.04  0.087
H -1.51 -5.95 -2.76  0.076
H -0.47 -7.04 -1.81  0.075
H 1.48 -3.76 -2.25  0.071
H 1.59 -5.51 -2.59  0.089
H 0.41 -4.50 -3.47  0.085
H 1.25 -7.01 -0.33  0.118
H 2.33 -7.11 1.91  0.110
H 2.01 -5.27 3.54  0.120
H -0.16 -2.30 2.77  0.115
H 2.28 -1.74 2.81  0.066
H 1.47 -1.39 4.36  0.088
H 2.50 -2.84 4.19  0.087
H -1.03 -4.18 4.19  0.087
H 0.54 -4.24 5.04  0.078
H -0.48 -2.79 5.15  0.082
H 1.65 0.63 0.87  0.068
H 4.12 1.25 0.67  0.131
H 4.92 -2.86 -0.36  0.124
H 2.51 -3.41 -0.21  0.101
H 0.17 1.01 -1.35  0.078
H -1.00 1.58 0.01  0.033
C 0.50 9.52 -4.73  -0.059
C 0.82 8.23 -4.03  -0.276
C -0.08 7.16 -4.07  -0.040
C 0.23 5.93 -3.49  -0.055
C 1.46 5.77 -2.85  -0.275
S 2.00 4.15 -2.29  0.644
N 0.75 3.74 -1.21  -0.071
C 1.04 2.91 -0.22  -0.233
C 1.07 3.43 1.16  -0.186
C 1.93 2.88 2.14  -0.021
C 2.14 3.57 3.34  -0.079
C 1.57 4.83 3.54  -0.093
C 0.63 5.32 2.63  -0.076
C 0.34 4.60 1.46  -0.022
O 2.00 3.25 -3.41  -0.315
O 3.22 4.38 -1.53  -0.315
C 2.35 6.85 -2.74  -0.048
C 2.03 8.06 -3.34  -0.038
H 1.27 10.27 -4.53  0.073
H 0.44 9.39 -5.82  0.084
H -0.47 9.92 -4.40  0.082
H -1.04 7.29 -4.58  0.116
H -0.47 5.09 -3.53  0.115
H 1.70 2.05 -0.44  0.086
H 2.44 1.94 1.93  0.078
H 2.80 3.15 4.12  0.106
H 1.85 5.42 4.41  0.101
H 0.13 6.28 2.82  0.104
H -0.41 4.92 0.75  0.112
H 3.29 6.73 -2.20  0.110
H 2.73 8.90 -3.29  0.113

## Properties
Highest occupied orbital energy: -0.2438 Eh
E_tot: -79675.7209 eV

---

The following is a DFT calculation (ωB97M-V with the def2-TZVPD basis set) of a 2-piece molecular cluster, C4H5N3O2S overall at a distorted geometry.

Each line ends with the natural charge from an NBO analysis.
CARTESIAN COORDINATES (ANGSTROEM)
C -0.35 1.00 -1.66  -0.393
C -0.70 0.20 -0.56  -0.040
C -0.56 -0.56 1.84  -0.677
C -0.36 0.43 0.77  -0.058
N -1.39 -0.90 -0.96  -0.163
N -1.61 -0.98 -2.18  -0.317
N 2.21 -0.07 0.14  0.493
O 2.28 0.18 -1.03  -0.318
O 2.98 -0.50 0.94  -0.307
S -0.95 0.28 -3.06  0.613
H 0.19 1.93 -1.66  0.252
H 0.38 -0.71 2.38  0.239
H -0.90 -1.50 1.44  0.241
H -1.28 -0.19 2.58  0.230
H 0.05 1.40 1.03  0.206

## Properties
Highest occupied orbital energy (alpha / beta): -0.3615 / -0.2832 Eh
Relative energy (zero: lowest compared OMol25 entry of this formula, charge and spin): 506.56 kJ/mol
E_tot: -23623.8946 eV

---

The following is a DFT calculation (ωB97M-V with the def2-TZVPD basis set) of an isolated ion of composition C10H15N2 and charge +1 at a distorted geometry.

Each line ends with the natural charge from an NBO analysis.
CARTESIAN COORDINATES (ANGSTROEM)
C -3.07 2.31 -0.09  -0.125
C -2.43 1.29 -0.17  -0.060
C -0.17 -0.92 -1.84  -0.159
C -1.31 -0.52 -1.33  -0.269
C 1.19 -0.75 -1.42  0.208
C 1.52 0.17 -0.20  -0.523
C 0.50 1.31 -0.03  -0.266
C -1.39 0.37 -0.18  -0.011
C 3.35 -1.57 -1.70  -0.445
C -1.80 0.28 2.21  -0.442
N 2.07 -1.43 -2.05  -0.341
N -1.47 -0.52 1.02  -0.530
H -3.78 3.10 0.08  0.265
H -0.12 -1.69 -2.54  0.250
H -2.28 -0.83 -1.76  0.236
H 1.39 -0.59 0.65  0.199
H 2.51 0.67 -0.21  0.270
H 0.26 2.01 0.83  0.241
H 0.47 1.83 -0.98  0.217
H 3.63 -1.11 -0.76  0.173
H 4.07 -1.16 -2.50  0.245
H 3.49 -2.77 -1.70  0.239
H -0.89 0.68 2.71  0.232
H -2.49 1.10 1.89  0.263
H -2.30 -0.24 2.91  0.227
H -2.43 -1.01 0.85  0.446
H -0.64 -1.13 1.09  0.459

## Properties
Net charge: +1
Highest occupied orbital energy: -0.4596 Eh
Relative energy (zero: lowest compared OMol25 entry of this formula, charge and spin): 718.91 kJ/mol
E_tot: -13580.6199 eV